2 unconnected molecules or ions with the total composition C33H49Br2N3O9P3 in a non-equilibrium geometry, computed with the ωB97M-V functional and the def2-TZVPD basis.

CARTESIAN COORDINATES (ANGSTROEM)
C  -6.0579  1.2762  4.8537
C  -4.7115  1.1858  4.3348
C  -4.4963  1.4039  2.8036
C  -3.6819  0.3823  1.8723
C  -4.7359  -0.6580  1.3007
Br  -6.1522  -1.3438  2.5526
C  -4.2514  -1.9758  0.5460
C  -5.0768  -2.1472  -0.8533
N  -3.4372  1.3626  0.7024
C  -2.8121  0.8011  -0.5056
P  -2.8336  2.1784  -1.8507
P  -1.8169  1.4108  -3.6634
O  -0.4966  2.1202  -3.9522
O  -1.6905  -0.2756  -3.4512
O  -2.8696  1.7500  -4.9520
C  -1.3101  0.3452  -0.0364
C  -0.1635  1.4065  -0.4473
C  1.2437  1.2535  0.2889
C  2.3383  2.3308  -0.1851
C  2.8549  3.2977  1.0249
C  3.6794  1.6709  -0.7995
C  3.4263  0.7072  -2.0679
C  3.9053  1.5303  -3.3832
C  3.0093  2.4701  -4.0454
C  2.6274  3.9119  -3.4857
C  2.3824  1.9394  -5.4523
N  -1.2189  -0.3027  1.2687
C  -0.2636  -1.4108  1.3769
C  -0.4514  -2.6438  0.4987
C  0.5321  -3.8320  0.4993
C  1.6568  -3.5258  1.4961
C  1.7249  -2.2285  2.2567
N  0.8316  -1.1524  2.2445
C  -2.2241  -0.1197  2.3317
C  -1.5252  0.8342  3.4707
C  -1.5139  2.3884  3.3553
O  -2.2254  3.0486  4.1712
Br  -0.4213  3.6072  2.2550
P  -2.3131  -1.7182  3.4436
O  -1.0879  -1.8096  4.3962
O  -2.4727  -3.1932  2.7078
O  -3.6047  -1.6641  4.5853
H  -6.7871  2.1001  4.5723
H  -6.3296  0.4282  5.5848
H  -3.9433  1.0137  5.1626
H  -5.5488  1.4644  2.3183
H  -4.1394  2.5051  2.6855
H  -5.3689  -0.0819  0.5183
H  -4.4510  -2.9321  1.1215
H  -3.1713  -1.8085  0.2358
H  -5.1426  -1.1704  -1.4457
H  -6.0734  -2.6762  -0.7180
H  -4.4183  -2.8605  -1.4806
H  -4.3455  1.8119  0.4361
H  -2.8455  2.1712  1.0103
H  -3.3501  -0.0385  -1.0530
H  -2.1368  3.3599  -1.3735
H  -1.3290  -0.7124  -4.2568
H  -3.3123  0.9269  -5.2591
H  -1.1276  -0.4800  -0.8362
H  0.0909  1.2712  -1.5698
H  -0.4617  2.4998  -0.3555
H  1.6974  0.2144  0.0590
H  1.1519  1.2860  1.4389
H  1.8144  3.0106  -0.9594
H  3.9513  3.5808  0.9292
H  2.5870  2.8726  2.0596
H  2.2285  4.2653  0.9304
H  4.3250  2.5657  -1.1408
H  4.2409  1.1943  0.0716
H  2.3243  0.4197  -2.1208
H  4.1064  -0.2105  -1.9191
H  4.9640  1.3352  -3.7766
H  3.2390  4.2122  -2.5630
H  2.7609  4.6754  -4.3321
H  1.5007  3.9542  -3.2155
H  3.1861  2.1253  -6.2448
H  2.2433  0.8170  -5.3410
H  1.4180  2.5219  -5.6151
H  -1.3430  -2.7218  -0.2097
H  0.4092  -4.7693  -0.1274
H  2.4605  -4.3152  1.6547
H  2.6316  -2.0897  2.9522
H  -0.4172  0.5430  3.6406
H  -1.9808  0.5941  4.5065
H  -3.2397  -3.6990  3.0763
H  -3.2591  -1.1580  5.3599
C  6.9075  -4.3021  -2.4353
C  5.6221  -3.9474  -2.4528
C  5.0256  -3.1717  -1.3449
O  3.8512  -2.8490  -1.3591
C  5.9086  -2.8029  -0.2180
C  7.1940  -3.1573  -0.2000
C  7.7910  -3.9334  -1.3082
O  8.9627  -4.2551  -1.2936
H  7.3608  -4.8707  -3.2376
H  4.9618  -4.2086  -3.2705
H  5.4550  -2.2341  0.5844
H  7.8541  -2.8960  0.6178

## Properties
largest force on an atom = 0.135 Eh/bohr
gap between HOMO and LUMO = 5.06 eV
charge = +1
calculated total energy = -8299.70104 a.u.